Entry 1:
Density functional theory data (ωB97M-V/def2-TZVPD) for a cluster of 11 separate species, H22O11 in total.

Geometry as XYZ:
```
33
Properties=species:S:1:pos:R:3:forces:R:3:lowdin_charge:R:1
O 21.3189 19.0914 -19.6581 0.047 -0.658 -0.166 -0.040
H 21.3433 18.5810 -20.4801 -0.065 0.126 0.014 0.079
H 21.2245 18.4313 -18.9626 -0.141 0.080 0.015 0.070
O 19.6879 23.6266 -19.8297 0.004 -0.175 -0.144 -0.065
H 20.3953 23.1812 -19.3338 -0.127 0.319 -0.290 -0.002
H 18.9151 23.5467 -19.2539 0.177 -0.134 -0.007 0.020
O 18.6102 19.3383 -17.1326 0.176 0.102 0.164 -0.051
H 19.2832 19.8764 -16.6868 -0.062 -0.210 -0.354 -0.013
H 19.0441 18.5109 -17.3545 -0.066 -0.049 0.033 0.027
O 22.2056 24.4605 -17.8100 0.057 -0.167 0.116 -0.060
H 22.8730 25.1017 -18.0717 -0.047 -0.013 -0.027 0.039
H 22.4879 23.6343 -18.2243 0.072 0.011 -0.104 0.008
O 22.5922 20.3885 -22.3671 -0.473 0.046 -0.004 -0.062
H 22.7247 19.8125 -21.6122 0.190 -0.003 0.054 -0.027
H 21.7709 20.8982 -22.1823 0.469 0.046 -0.076 0.001
O 24.1727 18.4184 -19.9718 -0.277 -0.170 0.083 -0.045
H 23.4330 18.6303 -19.3885 0.087 0.057 -0.046 0.013
H 24.6466 17.7111 -19.5217 0.123 0.102 -0.087 0.054
O 21.7093 21.6840 -18.9778 -0.148 -0.123 0.257 -0.059
H 21.0929 21.7256 -18.2339 0.079 -0.235 -0.028 0.038
H 21.5667 20.7975 -19.3745 0.012 0.717 0.270 0.005
O 20.1502 21.8099 -21.9785 -0.096 -0.185 0.268 -0.065
H 19.9116 22.4304 -21.2531 0.121 0.013 -0.177 0.017
H 19.7058 20.9873 -21.7453 -0.180 0.140 -0.057 0.043
O 24.9650 21.3462 -19.7952 -0.065 -0.013 0.069 -0.066
H 24.3481 20.6409 -20.0345 0.305 0.202 -0.005 -0.015
H 25.6205 21.3340 -20.4989 -0.067 -0.011 -0.032 0.037
O 18.3097 22.8249 -17.4614 -0.157 -0.182 0.408 -0.059
H 18.1049 23.6233 -16.9628 0.026 -0.017 -0.045 0.055
H 18.5671 22.1709 -16.7810 -0.046 0.489 -0.504 0.003
O 19.7687 21.3609 -15.6155 -0.034 -0.239 0.632 -0.051
H 19.2503 20.8821 -14.9520 0.078 0.125 -0.018 0.080
H 20.3759 21.9111 -15.1035 0.029 0.011 -0.213 0.087
```
Forces are in eV/Å.

**HOMO energy**: -10.554 eV
**E**: -840.82392 Ha
**Relative energy (zero: lowest compared OMol25 entry of this formula, charge and spin)**: 147.58 kJ/mol
**Structure (SMILES)**: O.O.O.O.O.O.O.O.O.O.O
**Orbital gap**: 0.3680 hartree

Entry 2:
Density functional theory data (ωB97M-V/def2-TZVPD) for a cluster of 11 separate species, H22O11 in total.

Geometry as XYZ:
```
33
Properties=species:S:1:pos:R:3:forces:R:3:lowdin_charge:R:1
H -0.9359 0.1499 -0.9104 -0.873 -1.057 -1.608 0.006
H 0.5656 0.4564 -0.4795 -1.918 -0.276 -0.345 0.068
H -2.7019 3.9931 0.3831 0.546 -1.639 0.038 0.073
H -2.9507 3.0250 1.4290 -1.679 -0.673 3.399 -0.022
H -1.1521 -1.7149 4.1930 0.370 0.661 -0.324 0.036
H -0.1940 -0.6058 3.5017 -1.766 -0.724 1.276 0.034
H 3.7808 -1.0254 0.2373 0.231 -0.037 -1.281 0.054
H 4.1639 -1.8330 -1.0246 0.230 -0.410 -0.067 0.026
H -4.1680 -2.9996 -2.0571 0.294 0.317 0.161 0.044
H -2.9207 -2.1303 -2.1787 0.892 0.241 -0.891 0.000
H 0.8487 0.3593 1.5068 -0.612 -0.614 -0.218 0.080
H 1.1510 -1.0683 1.7997 1.086 -0.994 0.670 0.008
H 0.6926 -3.0329 2.1089 -0.041 0.395 0.610 -0.006
H 0.3578 -4.4211 1.6113 0.409 1.477 -0.785 0.080
H 0.7667 3.7832 0.2298 1.195 0.804 0.104 0.037
H 0.7754 5.2420 -0.1985 2.153 -1.684 1.084 0.087
H 0.4678 -2.7077 -2.1567 -1.805 1.284 -0.173 -0.019
H 1.8034 -2.7578 -1.4290 -1.459 -1.204 -1.416 0.061
H -5.2349 1.4067 -2.5607 -0.379 -0.434 0.164 0.045
H -4.6619 1.7240 -1.2805 1.944 1.565 1.664 -0.024
H 4.4458 2.1745 -0.6281 2.155 -1.010 -2.207 0.089
H 4.9741 2.2815 -2.1300 -0.033 -0.139 0.461 0.027
O -0.4014 0.5858 -0.2961 1.832 2.589 0.086 -0.066
O -2.5089 3.0428 0.6387 1.084 2.365 -3.478 -0.036
O -0.8717 -0.7826 4.2317 1.234 0.080 -1.015 -0.094
O 3.8845 -0.9650 -0.7437 -0.574 0.276 1.364 -0.064
O -3.6131 -2.3572 -1.5883 -1.183 -0.598 0.718 -0.044
O 0.5416 -0.5507 1.3044 0.779 0.537 1.435 -0.078
O 0.5956 -3.5033 1.2898 -0.377 -2.012 0.224 -0.060
O 1.4267 4.5335 0.1909 -3.406 0.788 -1.197 -0.131
O 1.1981 -3.2679 -2.0699 3.260 -0.063 1.622 -0.063
O -5.2862 1.1477 -1.6271 -1.526 -1.098 -1.792 -0.030
O 5.1614 1.8182 -1.2972 -2.066 1.289 1.718 -0.118
```
Forces are in eV/Å.

**HOMO energy**: -10.632 eV
**E**: -840.71180 Ha
**Relative energy (zero: lowest compared OMol25 entry of this formula, charge and spin)**: 441.95 kJ/mol
**Structure (SMILES)**: O.O.O.O.O.O.O.O.O.O.O
**Orbital gap**: 0.3863 hartree

Entry 3:
Density functional theory data (ωB97M-V/def2-TZVPD) for a structure of composition H22O11.

Geometry as XYZ:
```
33
Properties=species:S:1:pos:R:3:forces:R:3:lowdin_charge:R:1
O -0.9883 2.1874 -1.6381 -1.248 4.876 -9.219 0.016
H -1.3453 1.8663 -0.8100 -2.592 1.200 -2.004 -0.140
H -0.8561 1.3988 -2.1643 -1.278 -0.357 -1.133 0.090
O -0.5526 2.1752 1.3194 0.206 6.232 12.870 0.172
H 0.1521 1.9016 0.7322 3.483 -0.200 -0.678 -0.112
H -0.3519 3.0881 1.5259 -0.282 0.412 0.521 0.150
O -1.2729 1.0241 -0.0839 -12.496 -1.879 1.937 0.056
H -1.0210 1.7138 0.5302 -3.275 1.488 0.381 -0.203
H -1.8146 0.4282 0.4335 -1.554 0.703 0.686 0.191
O -0.8778 -2.4870 0.1860 -1.126 -5.410 2.236 -0.047
H -0.6526 -1.6342 -0.1856 -1.339 -2.984 0.679 -0.149
H -0.0365 -2.9295 0.2984 0.145 -0.437 -0.116 0.034
O -0.2282 -1.2922 -1.7947 2.888 -3.430 -11.692 -0.044
H 0.0404 -0.8430 -0.9933 1.407 0.277 -2.164 -0.258
H 0.5901 -1.6066 -2.1794 -0.097 -0.666 -0.833 0.074
O 1.1037 -1.6922 2.4930 -0.284 -4.200 3.400 -0.041
H 0.3976 -2.2950 2.2600 -0.299 -0.506 0.250 0.028
H 1.2085 -1.1356 1.7214 0.159 -2.885 1.472 -0.203
O -2.2516 -0.8966 -1.0408 -4.579 0.851 -0.059 -0.048
H -1.6307 -0.4643 -0.4543 -1.799 -2.319 -2.206 -0.040
H -1.7208 -1.1807 -1.7850 -0.259 -0.360 -0.127 0.014
O 2.0639 -1.5521 -0.3883 0.786 -0.562 -0.392 0.017
H 2.9095 -1.5199 0.0590 0.417 -0.330 0.093 0.084
H 2.0075 -0.7185 -0.8554 0.275 0.201 -0.501 0.069
O -0.2224 -0.5280 -0.0399 4.646 0.285 8.124 -0.056
H -0.4182 0.4090 -0.0380 2.044 0.011 -0.498 -0.172
H 0.6086 -0.6004 0.4297 -0.443 -1.606 -1.269 -0.080
O 1.2122 -0.0589 1.2777 5.474 9.961 1.510 0.083
H 0.6126 0.4988 1.7733 -0.475 -0.045 0.793 0.146
H 2.0775 0.3181 1.4368 0.719 0.078 0.083 0.172
O 0.5784 1.9472 -0.3762 10.079 0.926 -0.024 0.026
H 0.5096 2.8954 -0.4880 0.351 0.104 -0.907 0.141
H 0.1691 1.5827 -1.1610 0.344 0.573 -1.211 0.029
```
Forces are in eV/Å.

**HOMO energy**: -8.641 eV
**E**: -839.92515 Ha
**Relative energy (zero: lowest compared OMol25 entry of this formula, charge and spin)**: 2507.31 kJ/mol
**Orbital gap**: 0.2882 hartree

Entry 4:
Density functional theory data (ωB97M-V/def2-TZVPD) for a cluster of 11 separate species, H22O11 in total.

Geometry as XYZ:
```
33
Properties=species:S:1:pos:R:3:forces:R:3:lowdin_charge:R:1
H 0.6054 1.0657 -1.5137 0.255 0.093 0.018 0.052
H -0.0547 0.8610 -0.1600 0.085 -0.161 0.182 0.048
H 1.1723 -3.1033 -2.6716 -0.046 -0.121 0.041 0.029
H 2.5245 -3.4408 -2.0653 -0.017 -0.077 0.090 0.031
H 5.6193 -0.2602 -1.2767 0.036 -0.094 -0.057 0.033
H 4.4885 -0.5762 -2.2419 0.086 -0.039 -0.003 0.029
H -3.0738 0.7172 2.9656 -0.039 -0.044 -0.094 0.037
H -2.5906 -0.6548 3.4062 -0.020 -0.001 -0.049 0.035
H -3.2218 -1.7672 -0.0874 -0.164 -0.020 -0.002 0.015
H -3.8287 -2.9131 0.7055 -0.130 0.058 -0.065 0.028
H 3.1872 3.9032 1.7810 -0.011 0.083 0.074 0.030
H 2.9640 3.0907 3.0460 -0.033 0.102 0.039 0.031
H -1.3604 -3.4053 2.0293 0.078 -0.118 0.030 0.018
H 0.1116 -3.0312 2.0884 0.184 -0.189 0.094 0.008
H -3.7036 2.8532 -1.2860 -0.141 0.059 0.075 0.025
H -3.1200 4.2516 -1.1688 -0.074 0.072 0.069 0.032
H 0.8757 3.5172 -0.5384 -0.108 -0.130 -0.237 0.032
H -0.2176 3.0569 -1.4887 0.328 0.243 0.182 0.016
H 3.1153 -1.3025 2.2763 -0.045 -0.139 0.016 0.039
H 1.6777 -1.1918 1.7956 0.122 0.025 -0.002 0.025
H -1.9616 -0.5187 -2.3520 -0.066 -0.107 -0.074 0.014
H -2.8407 -0.3078 -3.5738 -0.044 -0.122 -0.025 0.039
O 0.6583 1.3442 -0.5925 -0.380 -1.450 0.529 -0.066
O 1.5778 -3.5347 -1.9110 0.057 0.231 -0.131 -0.059
O 5.3003 -0.9448 -1.8755 -0.141 0.142 0.054 -0.061
O -2.8601 -0.1587 2.6250 0.153 0.020 0.104 -0.063
O -4.0365 -2.2716 0.0169 0.192 -0.071 0.065 -0.055
O 2.8251 3.9680 2.6719 0.042 -0.189 -0.130 -0.060
O -0.5030 -3.7369 2.3190 -0.210 0.251 -0.061 -0.046
O -3.7763 3.6665 -0.7740 0.223 -0.119 -0.143 -0.056
O 0.6165 3.5393 -1.4665 -0.201 1.384 -0.594 -0.083
O 2.2494 -1.7157 2.3681 -0.116 0.181 -0.081 -0.049
O -2.4190 -0.9992 -3.0512 0.143 0.247 0.086 -0.048
```
Forces are in eV/Å.

**HOMO energy**: -11.195 eV
**E**: -840.75966 Ha
**Relative energy (zero: lowest compared OMol25 entry of this formula, charge and spin)**: 316.30 kJ/mol
**Structure (SMILES)**: O.O.O.O.O.O.O.O.O.O.O
**Orbital gap**: 0.3823 hartree

Q: E of number 2 (H22O11)?
A: -840.71180 Ha